{"formula": "C30H37Br2HfN8O", "method": "ωB97M-V/def2-TZVPD", "relative_energy_kcal_mol": 2.46, "total_charge": 3, "e_lumo_ha": [-0.3368, -0.3369], "orbital_gap_ev": [4.78, 4.78], "species": ["Hf", "C", "C", "N", "C", "C", "N", "C", "C", "C", "N", "C", "C", "N", "C", "H", "H", "H", "H", "H", "H", "H", "H", "H", "H", "H", "H", "H", "H", "H", "H", "H", "H", "H", "H", "H", "H", "H", "H", "Br", "C", "C", "C", "C", "C", "C", "N", "N", "C", "C", "C", "C", "O", "C", "N", "C", "C", "C", "C", "H", "H", "H", "H", "H", "H", "H", "H", "H", "Br", "C", "C", "C", "C", "C", "N", "H", "H", "H", "H"], "positions_angstrom": [[1.11940, -1.01683, 1.31400], [4.62962, -0.56823, 2.44174], [3.70680, 0.65439, 2.34524], [2.22667, 0.37288, 2.66712], [1.97638, -0.00580, 4.12468], [1.65586, -1.47523, 4.36486], [0.90552, -2.22315, 3.25635], [1.20602, -3.66886, 3.36039], [0.22688, -4.59116, 2.50698], [-0.09940, -4.07774, 1.12100], [0.82334, -3.07606, 0.40246], [2.15624, -3.63572, -0.05704], [3.07976, -2.52111, -0.54979], [3.17031, -1.34301, 0.44655], [4.37755, -1.55932, 1.27840], [4.60318, -1.03485, 3.46549], [5.70003, -0.32002, 2.30557], [3.79287, 1.08007, 1.32026], [4.11686, 1.36380, 3.09916], [1.77353, 1.33168, 2.47030], [1.18984, 0.62109, 4.49908], [2.89977, 0.24421, 4.64055], [1.10776, -1.60283, 5.32285], [2.61756, -1.96772, 4.59098], [-0.12273, -2.16370, 3.43062], [1.12804, -4.00530, 4.41409], [2.25627, -3.81760, 3.00828], [-0.75977, -4.68979, 3.04542], [0.62360, -5.60115, 2.44296], [-1.11371, -3.59056, 1.12329], [-0.11827, -4.95269, 0.40520], [0.31600, -2.89300, -0.43436], [1.98703, -4.32463, -0.90880], [2.65210, -4.26033, 0.78023], [2.80728, -2.14923, -1.53484], [4.05057, -2.98046, -0.56754], [3.39040, -0.51872, -0.22917], [5.24280, -1.39532, 0.60375], [4.44421, -2.58297, 1.62382], [-5.44515, 9.61788, -0.42896], [-5.18948, 7.73928, -0.63208], [-6.14948, 6.97046, 0.04929], [-5.87200, 5.66480, 0.29224], [-4.61873, 5.10619, -0.11171], [-3.72744, 5.87056, -0.94573], [-3.99776, 7.20315, -1.14144], [-4.32666, 3.81799, 0.15796], [-3.19215, 3.40848, -0.37650], [-2.85722, 2.17125, -0.07826], [-3.59352, 1.35090, 0.76131], [-2.95668, 0.31899, 1.47716], [-1.62646, 0.02510, 1.14653], [-0.94112, -0.95463, 1.78114], [-0.95534, 0.66934, 0.10291], [0.30527, 0.22365, -0.25130], [0.91992, 0.82539, -1.34048], [0.49182, 2.01975, -1.82196], [-0.82144, 2.51721, -1.43294], [-1.56763, 1.77269, -0.55976], [-7.05760, 7.38498, 0.44608], [-6.55957, 5.03985, 0.88135], [-2.79865, 5.30489, -1.21998], [-3.28939, 7.84475, -1.65451], [-4.64471, 1.61146, 0.86586], [-3.49363, -0.25491, 2.20592], [1.72536, 0.30077, -1.77865], [1.06922, 2.50896, -2.62006], [-1.23719, 3.49140, -1.75471], [-1.62870, -1.70522, -3.28452], [-0.72468, -1.87838, -4.99842], [-1.46927, -1.48531, -6.10439], [-0.85478, -1.55526, -7.37861], [0.46736, -2.01058, -7.47776], [1.09420, -2.39961, -6.36680], [0.51153, -2.34622, -5.14229], [-2.51609, -1.11749, -6.06243], [-1.31649, -1.16310, -8.29707], [1.01026, -2.10869, -8.48764], [2.08791, -2.85572, -6.35885]], "lowdin_charge": [1.801, -0.142, -0.163, -0.171, -0.137, -0.141, -0.166, -0.173, -0.131, -0.160, -0.152, -0.143, -0.140, -0.180, -0.189, 0.130, 0.142, 0.132, 0.148, 0.173, 0.130, 0.130, 0.155, 0.126, 0.138, 0.144, 0.117, 0.146, 0.123, 0.137, 0.151, 0.095, 0.152, 0.155, 0.134, 0.123, 0.161, 0.147, 0.126, 0.834, -0.605, -0.121, 0.020, -0.252, 0.019, -0.093, 0.131, 0.039, -0.235, 0.032, 0.077, -0.333, -0.239, -0.182, -0.084, -0.121, 0.003, 0.102, -0.084, 0.112, 0.136, 0.111, 0.116, 0.125, 0.130, 0.097, 0.133, 0.137, 0.646, -0.730, -0.116, -0.028, -0.077, -0.158, 0.025, 0.114, 0.126, 0.152, 0.116]}


{"formula": "C30H37F2N3O3", "method": "ωB97M-V/def2-TZVPD", "smiles": "Fc1ccccc1.Fc1ccccc1.c1ccncc1.c1ccncc1.c1ccncc1.CO.CO.CO", "total_charge": 0, "e_lumo_ha": 0.0146, "orbital_gap_ev": 9.27, "species": ["F", "C", "C", "C", "C", "C", "C", "H", "H", "H", "H", "H", "F", "C", "C", "C", "C", "C", "C", "H", "H", "H", "H", "H", "C", "C", "C", "N", "C", "C", "H", "H", "H", "H", "H", "C", "C", "C", "N", "C", "C", "H", "H", "H", "H", "H", "C", "C", "C", "N", "C", "C", "H", "H", "H", "H", "H", "C", "O", "H", "H", "H", "H", "C", "O", "H", "H", "H", "H", "C", "O", "H", "H", "H", "H"], "positions_angstrom": [[4.82438, 1.85865, 18.08858], [4.79085, 1.28418, 19.30477], [5.40004, 0.04430, 19.49942], [5.27347, -0.56933, 20.73636], [4.61149, 0.07638, 21.77639], [4.04551, 1.31772, 21.58706], [4.15468, 1.93584, 20.34483], [5.82803, -0.47410, 18.65096], [5.70262, -1.54856, 20.89062], [4.44681, -0.45165, 22.70839], [3.56470, 1.87755, 22.37901], [3.74895, 2.90656, 20.08297], [11.28785, 3.79946, 24.89749], [10.72837, 3.73781, 26.14024], [11.58443, 3.67980, 27.21857], [10.98633, 3.66401, 28.47526], [9.62684, 3.51769, 28.64700], [8.79665, 3.49247, 27.51761], [9.34853, 3.64424, 26.24946], [12.65558, 3.80713, 27.20376], [11.67497, 3.79980, 29.30385], [9.17694, 3.46069, 29.62800], [7.72795, 3.47267, 27.67752], [8.68184, 3.70140, 25.40084], [7.32997, 1.14941, 30.38988], [7.32275, 0.68337, 29.08901], [7.84347, -0.58088, 28.84602], [8.24315, -1.38465, 29.83300], [8.14708, -0.95732, 31.09582], [7.74437, 0.33430, 31.42286], [7.05352, 2.17236, 30.62169], [6.98216, 1.35717, 28.31281], [7.90154, -0.92935, 27.82263], [8.47678, -1.68972, 31.81973], [7.78017, 0.68153, 32.44619], [6.81116, -3.27959, 23.92697], [6.24826, -3.08422, 25.16155], [6.11941, -1.78061, 25.64100], [6.49297, -0.72211, 24.92678], [7.08034, -0.91754, 23.74901], [7.29665, -2.17396, 23.21175], [6.93163, -4.24827, 23.45900], [5.90520, -3.88835, 25.79940], [5.55570, -1.58512, 26.54490], [7.28009, -0.05283, 23.12610], [7.75016, -2.38528, 22.25499], [5.80741, 5.65274, 21.46687], [5.16060, 6.56146, 22.27450], [5.00307, 6.27208, 23.63231], [5.47839, 5.14632, 24.16857], [6.05626, 4.26520, 23.35158], [6.27329, 4.44243, 22.00228], [5.85058, 5.84171, 20.40088], [4.78783, 7.49095, 21.86469], [4.58878, 6.97074, 24.34653], [6.34236, 3.33820, 23.84427], [6.77201, 3.77722, 21.31374], [1.94399, -0.75622, 26.30295], [1.68697, 0.47712, 26.94898], [2.19992, -0.56257, 25.26020], [2.70770, -1.37654, 26.77474], [1.01757, -1.34495, 26.25726], [1.89068, 0.40584, 27.88419], [4.23455, 4.87795, 27.96961], [5.55710, 5.15824, 27.53885], [4.18665, 3.95661, 28.55625], [3.91884, 5.73644, 28.56350], [3.56263, 4.83399, 27.10619], [5.77927, 4.62875, 26.76272], [4.64661, 1.99730, 25.90717], [6.05606, 1.89613, 25.83527], [4.33029, 3.03189, 25.80612], [4.25155, 1.46842, 25.01827], [4.18977, 1.40900, 26.71083], [6.25462, 0.97332, 25.55158]], "lowdin_charge": [0.059, -0.284, -0.009, -0.087, -0.109, -0.077, -0.023, 0.116, 0.093, 0.096, 0.106, 0.120, 0.034, -0.269, -0.020, -0.095, -0.087, -0.072, 0.001, 0.114, 0.104, 0.093, 0.081, 0.107, -0.095, -0.068, -0.144, 0.048, -0.152, -0.073, 0.107, 0.080, 0.090, 0.098, 0.100, -0.064, -0.059, -0.130, 0.051, -0.141, -0.062, 0.109, 0.107, 0.108, 0.116, 0.105, -0.083, -0.075, -0.131, 0.068, -0.159, -0.061, 0.105, 0.100, 0.106, 0.088, 0.102, -0.169, -0.122, 0.071, 0.071, 0.075, 0.076, -0.169, -0.142, 0.073, 0.076, 0.071, 0.031, -0.157, -0.178, 0.056, 0.067, 0.067, 0.020]}


{"formula": "C30H38Br61Cl2O4PS", "method": "ωB97M-V/def2-TZVPD", "total_charge": 0, "e_lumo_ha": -0.0276, "orbital_gap_ev": 8.73, "species": ["C", "C", "C", "C", "C", "C", "Cl", "C", "C", "Cl", "O", "S", "O", "O", "C", "C", "P", "O", "Br", "H", "H", "H", "H", "H", "H", "H", "H", "H", "H", "H", "H", "H", "H", "H", "H", "H", "H", "C", "Br", "Br", "Br", "H", "C", "Br", "Br", "Br", "H", "C", "Br", "Br", "Br", "H", "C", "Br", "Br", "Br", "H", "C", "Br", "Br", "Br", "H", "C", "Br", "Br", "Br", "H", "C", "Br", "Br", "Br", "H", "C", "Br", "Br", "Br", "H", "C", "Br", "Br", "Br", "H", "C", "Br", "Br", "Br", "H", "C", "Br", "Br", "Br", "H", "C", "Br", "Br", "Br", "H", "C", "Br", "Br", "Br", "H", "C", "Br", "Br", "Br", "H", "C", "Br", "Br", "Br", "H", "C", "Br", "Br", "Br", "H", "C", "Br", "Br", "Br", "H", "C", "Br", "Br", "Br", "H", "C", "Br", "Br", "Br", "H", "C", "Br", "Br", "Br", "H"], "positions_angstrom": [[-3.19068, 3.59811, 1.23897], [-3.89245, 4.33403, -0.07862], [-4.04763, 3.38080, -1.38676], [-2.73028, 3.15418, -2.31293], [-1.59402, 2.11995, -1.65150], [-1.83448, 0.56217, -2.19437], [-0.26772, -0.42016, -1.95067], [-3.18296, -0.14717, -1.59538], [-3.27465, -0.21277, 0.03942], [-3.10884, -1.94713, -2.17047], [-0.20373, 2.45638, -2.09253], [0.28774, 3.95762, -1.37786], [0.52936, 3.86837, 0.14613], [1.66919, 4.28890, -2.06641], [-0.95986, 5.24802, -1.91730], [-2.01797, 4.49889, -2.91983], [-3.25563, 5.71816, -3.79565], [-4.69244, 4.82240, -4.33734], [-3.89487, 7.38331, -2.31797], [-3.56372, 4.14434, 2.20826], [-3.64396, 2.49556, 1.26877], [-2.01078, 3.53803, 1.15380], [-3.38335, 5.37209, -0.24712], [-5.00245, 4.58250, 0.28874], [-4.36752, 2.30245, -0.98443], [-5.01099, 3.76604, -1.97819], [-3.11430, 2.55052, -3.27159], [-1.57082, 2.14063, -0.48501], [-1.97080, 0.67323, -3.37408], [-4.13405, 0.32457, -2.11978], [-4.42315, -0.09545, 0.33887], [-2.68278, 0.61992, 0.60986], [-2.93822, -1.26835, 0.44135], [-0.35734, 6.02304, -2.59741], [-1.43423, 5.88222, -1.06049], [-1.34711, 4.10323, -3.82814], [-4.47637, 3.84370, -4.37626], [-1.01047, -0.48214, 3.40408], [-2.86926, -1.05548, 3.38508], [0.13587, -1.77258, 4.30124], [-0.36516, -0.05906, 1.61842], [-0.96747, 0.44360, 3.98732], [-6.86793, -2.27515, -3.40574], [-7.49760, -2.62123, -1.59800], [-8.20102, -2.75116, -4.74008], [-6.25220, -0.44232, -3.61934], [-6.00237, -2.92477, -3.57256], [-11.85619, -3.76280, -3.75031], [-12.18318, -4.05317, -5.64582], [-13.43261, -3.07588, -2.84079], [-11.15792, -5.35813, -2.88350], [-11.08180, -2.99241, -3.67389], [-8.38262, 0.00007, -8.04033], [-10.07842, -0.90247, -8.34665], [-8.48946, 1.25877, -6.56099], [-6.92116, -1.26323, -7.81183], [-8.16353, 0.58302, -8.94100], [3.75339, 6.01271, 0.79309], [3.24452, 6.51129, 2.60324], [3.40146, 7.44297, -0.47762], [5.59775, 5.40110, 0.70212], [3.12123, 5.16630, 0.50501], [-2.07584, 2.17909, 7.02549], [-3.93463, 1.60575, 7.00649], [-0.92951, 0.88866, 7.92265], [-1.43053, 2.60218, 5.23983], [-2.03284, 3.10483, 7.60874], [2.43902, -4.90890, 2.19365], [1.57358, -3.54144, 1.11420], [3.38196, -6.20860, 1.09554], [3.59568, -4.13413, 3.55229], [1.64584, -5.45027, 2.71978], [5.85845, -8.93535, -1.20532], [7.31825, -8.83335, 0.07637], [4.18454, -9.44715, -0.35662], [5.67792, -7.29125, -2.22921], [6.11213, -9.72860, -1.91626], [3.83459, -8.09140, 5.90783], [3.50372, -8.14296, 3.99157], [5.65601, -7.54165, 6.31330], [2.52373, -6.99708, 6.83956], [3.71916, -9.11480, 6.27977], [9.72319, 6.67135, -0.09661], [10.91696, 7.28177, 1.31282], [10.29035, 7.29969, -1.84809], [9.48895, 4.74058, -0.06109], [8.74221, 7.11617, 0.10046], [-2.59039, -3.00580, 8.72106], [-4.44919, -3.57914, 8.70206], [-1.44406, -4.29623, 9.61822], [-1.94508, -2.58271, 6.93540], [-2.54739, -2.08006, 9.30431], [2.56261, 4.08358, -5.79621], [0.70382, 3.51024, -5.81521], [3.70895, 2.79315, -4.89905], [3.20792, 4.50667, -7.58187], [2.60561, 5.00932, -5.21296], [-14.24688, -8.16794, -4.47971], [-14.75575, -7.66936, -2.66955], [-14.59880, -6.73768, -5.75041], [-12.40252, -8.77954, -4.57067], [-14.87904, -9.01434, -4.76778], [-0.95244, -7.15908, 4.84695], [-1.58211, -7.50516, 6.65470], [-2.28554, -7.63508, 3.51261], [-0.33672, -5.32625, 4.63335], [-0.08689, -7.80869, 4.68013], [10.72189, 6.11464, -6.07449], [10.24788, 7.99086, -5.87627], [12.58767, 5.78870, -5.63086], [9.52569, 4.95573, -5.06948], [10.59623, 5.86331, -7.13283], [10.29840, 11.54157, 0.62674], [11.77947, 11.31076, -0.61316], [8.75785, 10.46618, 0.12229], [10.83752, 11.21548, 2.46712], [9.99024, 12.59049, 0.56486], [14.85828, 7.50020, 3.30130], [16.66633, 7.80440, 3.95136], [13.94989, 9.16832, 2.88132], [14.82700, 6.26144, 1.80180], [14.30036, 7.02888, 4.11715], [-7.35878, -6.70785, -3.59573], [-5.87771, -6.93865, -4.83563], [-8.89933, -7.78324, -4.10018], [-6.81966, -7.03394, -1.75535], [-7.66694, -5.65893, -3.65761], [4.71966, -0.12428, 3.70815], [3.19208, -0.39199, 2.53383], [5.73916, 1.45893, 3.22002], [4.19687, -0.09949, 5.58167], [5.38203, -0.98558, 3.57235], [5.52461, -11.83805, 6.18523], [3.66582, -12.41138, 6.16623], [6.67094, -13.12848, 7.08239], [6.16992, -11.41496, 4.39957], [5.56761, -10.91230, 6.76848]], "lowdin_charge": [-0.117, -0.243, -0.170, -0.237, -0.268, -0.569, 0.560, -0.633, -0.225, 0.498, -0.312, 0.821, -0.354, -0.396, -0.219, -0.473, 0.662, -0.405, 0.212, 0.084, 0.073, 0.068, 0.047, 0.126, 0.114, 0.124, 0.136, 0.113, 0.132, 0.033, 0.103, -0.012, 0.043, 0.142, 0.099, 0.076, 0.044, -1.517, 0.606, 0.495, 0.604, -0.129, -1.558, 0.571, 0.567, 0.577, -0.025, -1.584, 0.525, 0.563, 0.523, -0.064, -1.590, 0.554, 0.537, 0.530, -0.024, -1.595, 0.553, 0.547, 0.541, -0.043, -1.567, 0.563, 0.558, 0.623, -0.023, -1.586, 0.541, 0.511, 0.538, -0.099, -1.596, 0.554, 0.532, 0.555, -0.024, -1.577, 0.533, 0.566, 0.569, -0.055, -1.593, 0.524, 0.526, 0.547, -0.045, -1.586, 0.557, 0.550, 0.482, -0.030, -1.597, 0.571, 0.573, 0.557, -0.022, -1.583, 0.553, 0.538, 0.528, -0.025, -1.583, 0.549, 0.572, 0.542, -0.039, -1.603, 0.541, 0.551, 0.541, -0.026, -1.580, 0.555, 0.556, 0.529, -0.024, -1.601, 0.552, 0.520, 0.548, -0.022, -1.602, 0.557, 0.510, 0.554, -0.074, -1.595, 0.506, 0.557, 0.549, -0.029, -1.614, 0.558, 0.565, 0.547, -0.047]}


| no. | calculated total energy (eV) |
| --- | --- |
| 1 | -187045.7265 |
| 2 | -47755.6935 |
| 3 | -4357665.1455 |